1.
# C27H92BFeMnO29S3

A structure of composition C27H92BFeMnO29S3 in a non-equilibrium geometry (the ωB97M-V functional and the def2-TZVPD basis, the Open Molecules 2025 dataset).

Summary:
Expectation value of S²: 30.0109
Largest force on an atom: 0.1351 Eh/bohr
Total charge: -2
M: 1098.8 g/mol
HOMO-LUMO gap (alpha / beta): 5.84 / 6.67 eV
Lowest unoccupied orbital energy (alpha / beta): 3.452 / 3.442 eV
Multiplicity: 11

```
154
C27H92BFeMnO29S3, DFT the ωB97M-V functional and the def2-TZVPD basis
Fe -1.389 3.774 1.397
Mn 1.878 2.731 -2.063
S -0.655 6.203 0.609
S -0.522 1.036 -0.481
S 3.372 4.301 -0.709
O -0.671 4.907 -0.014
O 0.506 1.641 -1.307
O 5.132 0.179 2.997
O 2.577 -0.917 0.228
O -1.527 0.267 -1.172
O 5.401 -1.267 0.333
O 0.722 6.703 0.676
O 2.324 3.399 -0.228
O -0.253 -0.852 -3.178
O -4.582 -4.191 -3.471
O 1.920 -2.546 -3.643
O -1.093 2.171 0.306
O -2.925 -1.737 -1.335
O 1.868 2.615 -4.304
O 3.228 1.115 -1.902
O 2.953 5.624 -0.329
O -3.182 3.878 0.316
O 2.500 -6.333 3.821
O 0.211 4.056 -2.361
O -0.763 -0.714 2.562
O -1.139 5.605 1.908
O 4.712 4.003 -0.261
O -1.654 7.166 0.148
O 3.201 4.100 -2.152
O -3.594 1.693 -1.602
O -1.223 -4.266 -2.343
O 0.231 0.148 0.410
O 0.643 3.477 1.727
O -0.856 -1.665 5.367
C 4.588 1.193 -1.821
C -4.334 4.709 0.479
C 0.057 -0.771 6.102
C 2.615 -4.949 4.164
C 1.308 3.454 2.981
C 5.871 -2.111 -0.557
C 1.243 -4.217 3.856
C 2.160 -2.187 -0.028
C -4.948 -2.819 -3.652
C 1.890 -3.304 -4.840
C 2.262 1.283 -4.835
C -4.804 5.060 -0.883
C 2.964 -4.806 5.666
C 2.933 -4.395 -4.653
C -3.194 -2.212 0.004
C -1.055 3.899 -3.085
C -5.305 4.062 1.301
C -2.092 -0.214 2.747
C -4.321 0.921 -2.546
C 1.347 -1.638 6.445
C 2.292 -2.276 -5.821
C -4.371 -1.426 0.616
C 0.424 0.494 5.284
C -1.148 -0.614 -4.276
C -0.082 -4.537 -1.625
C 4.046 1.167 2.982
C -3.622 -3.734 -0.074
B -2.370 3.175 3.079
H 1.996 -5.015 6.121
H -4.877 3.815 2.273
H -2.520 0.196 1.832
H 5.304 -0.166 2.118
H -1.167 4.811 -3.671
H 4.274 2.232 2.950
H 0.619 -4.171 4.749
H -2.520 -0.885 -1.159
H 3.104 -1.645 -5.461
H 1.438 -1.644 -6.065
H 3.505 1.050 2.043
H 4.928 2.014 -2.452
H -3.732 -4.169 -3.024
H -1.830 -1.464 -4.246
H 1.999 -1.206 7.205
H -3.763 0.776 -3.471
H 1.287 -3.202 3.461
H 2.947 -2.907 0.197
H 2.915 0.260 -1.596
H 1.095 -2.054 -3.621
H 0.901 -3.735 -4.998
H 1.263 3.513 0.995
H -0.088 4.632 -1.654
H 6.894 -1.834 -0.811
H -2.740 -1.044 3.027
H 1.961 -1.809 5.561
H -5.094 -2.276 -2.719
H -4.631 -3.773 -0.486
H -2.279 -2.045 0.573
H 1.316 0.958 5.706
H -2.738 1.262 -1.541
H -0.734 -1.516 4.427
H 2.496 -2.834 -6.734
H 3.103 -4.930 -5.587
H 2.557 -5.151 -3.964
H 4.869 1.412 -0.791
H 1.981 1.170 -5.882
H 0.737 -4.694 3.017
H -4.089 5.456 -1.604
H -4.315 -1.523 1.700
H 1.813 -0.336 0.256
H 0.971 -2.635 6.674
H 5.299 -1.858 -1.449
H -1.661 0.345 -4.209
H 3.649 -5.535 6.099
H 0.355 -5.499 -1.890
H -1.542 -3.385 -2.134
H 3.774 -3.850 -4.223
H -2.063 0.546 3.528
H -2.631 2.552 2.238
H -0.315 1.280 5.434
H -6.060 4.848 1.321
H -0.352 -0.346 1.776
H -4.159 -0.398 0.323
H -1.954 3.649 -2.522
H 4.444 -1.273 0.268
H 3.412 -4.603 3.505
H -5.199 1.441 -2.930
H 1.640 0.590 -4.269
H -4.214 -2.440 -4.364
H -2.705 4.187 2.910
H -0.411 -4.638 -0.591
H -2.942 -4.449 -0.537
H -5.938 -2.823 -4.108
H -0.657 -0.436 -5.232
H 2.179 -6.824 4.581
H 1.279 2.459 3.426
H 1.373 3.092 -4.974
H -5.665 3.115 0.899
H 1.780 -2.352 -1.036
H -2.840 2.879 4.004
H -3.547 3.251 -0.314
H -0.964 3.072 -3.789
H 2.374 3.661 2.886
H 5.868 -3.117 -0.138
H 0.611 0.365 4.218
H 3.476 0.813 3.841
H 0.661 -3.757 -1.791
H -0.383 -0.362 7.012
H -4.751 -0.042 -2.271
H 3.271 0.913 -4.654
H -5.265 4.155 -1.279
H 1.321 -2.416 0.629
H 0.744 4.081 3.671
H 3.379 -3.826 5.904
H -0.562 -0.382 -2.400
H -5.677 5.694 -0.726
H -1.298 3.121 3.192
H -3.544 -4.232 0.893
H 5.114 0.300 -2.159
H -5.334 -1.662 0.163
H -4.231 5.683 0.957
```

2.
# C11H26Cl2NOP2Pd

A structure of composition C11H26Cl2NOP2Pd in a non-equilibrium geometry (the ωB97M-V functional and the def2-TZVPD basis, the Open Molecules 2025 dataset).

Summary:
Expectation value of S²: 6.0178
Largest force on an atom: 0.1082 Eh/bohr
Total charge: +3
M: 427.6 g/mol
HOMO-LUMO gap (alpha / beta): 7.12 / 5.09 eV
Lowest unoccupied orbital energy (alpha / beta): -12.444 / -15.250 eV
Multiplicity: 5

```
44
C11H26Cl2NOP2Pd, DFT the ωB97M-V functional and the def2-TZVPD basis
Pd -0.165 -0.067 -1.934
Cl -2.492 -0.172 -0.701
Cl -1.676 -0.180 -3.732
P -0.311 1.919 -0.632
P -0.090 -1.988 -0.532
O 1.799 -0.049 -2.492
N -0.488 0.096 1.558
C -1.496 -2.806 0.358
C 1.078 -0.050 -3.456
C 0.277 -3.283 -1.837
C 1.303 -2.356 0.632
C 1.253 -0.066 -4.962
C 1.034 2.532 0.513
C -1.813 2.638 0.182
C -0.505 -0.017 2.717
C 0.596 0.474 4.941
C -0.546 -0.191 4.173
C -0.060 3.157 -2.019
H -2.703 2.156 -0.265
H 2.006 2.195 0.127
H -1.821 3.731 0.009
H -0.479 -3.177 -2.610
H -2.439 -2.484 -0.123
H 2.257 -2.031 0.174
H 1.586 0.069 4.617
H 0.859 2.114 1.516
H 1.141 -1.812 1.583
H -0.542 -1.268 4.382
H -1.504 0.200 4.526
H 0.754 -0.990 -5.291
H 0.678 0.836 -5.318
H 1.322 -3.451 0.820
H 0.511 0.334 5.993
H 0.885 2.936 -2.527
H 2.312 -0.019 -5.167
H 1.270 -3.093 -2.248
H 0.620 1.579 4.741
H -1.507 -2.483 1.410
H -0.893 3.033 -2.707
H -1.790 2.415 1.258
H 0.978 3.631 0.534
H -1.364 -3.903 0.287
H -0.053 4.168 -1.566
H 0.220 -4.277 -1.344
```

3.
# C4H10NOS

A cluster of 3 separate species, C4H10NOS in total in a non-equilibrium geometry (the ωB97M-V functional and the def2-TZVPD basis, the Open Molecules 2025 dataset).

Summary:
Largest force on an atom: 0.1003 Eh/bohr
Total charge: +1
M: 120.2 g/mol
HOMO-LUMO gap: 6.16 eV
Lowest unoccupied orbital energy: -6.202 eV
Relative energy (zero: lowest compared OMol25 entry of this formula, charge and spin): 6.730 eV

```
17
C4H10NOS, DFT the ωB97M-V functional and the def2-TZVPD basis
S 1.213 3.031 -0.314
O -0.541 0.088 -1.315
N -1.216 -1.869 -0.361
C -0.499 -0.829 -0.407
C 1.726 -0.595 1.420
C 1.644 4.007 0.784
C -2.275 -2.309 -1.274
H 1.810 0.093 0.663
H 2.433 3.859 1.577
H -0.076 0.964 -1.007
H -2.005 -3.237 -1.842
H -1.100 -2.534 0.394
H -3.333 -2.396 -0.906
H 2.189 -1.535 1.479
H 1.304 5.041 0.889
H -2.289 -1.496 -1.993
H 1.015 -0.282 2.212
```

4.
# C26H27CaClN4O8S3

A structure of composition C26H27CaClN4O8S3 in a non-equilibrium geometry (the ωB97M-V functional and the def2-TZVPD basis, the Open Molecules 2025 dataset).

Summary:
Largest force on an atom: 0.0263 Eh/bohr
Total charge: 0
M: 695.3 g/mol
HOMO-LUMO gap: 8.08 eV
Lowest unoccupied orbital energy: 0.239 eV
Relative energy (zero: lowest compared OMol25 entry of this formula, charge and spin): 0.070 eV

```
70
C26H27CaClN4O8S3, DFT the ωB97M-V functional and the def2-TZVPD basis
Ca -0.480 0.193 1.412
Cl 0.933 -1.794 3.076
S -1.566 -2.558 -0.397
S 2.751 0.134 -0.396
S -1.910 2.021 3.006
O -2.917 2.944 3.435
O -0.418 -1.962 2.467
O 1.306 0.171 0.035
O -2.329 0.614 2.768
O 1.177 -0.330 2.978
O -1.472 -1.059 -0.176
O 1.907 -2.509 2.299
O 0.933 -2.217 4.431
N -1.043 2.415 1.699
N 2.169 1.784 7.274
N -3.013 3.123 0.583
N -1.184 2.149 -0.619
C -1.909 2.299 -1.730
C -3.093 -4.220 -3.708
C 1.200 1.852 6.287
C -2.272 -2.749 -2.010
C 0.272 2.961 4.355
C -3.116 -1.836 -4.043
C 3.058 -1.600 -0.755
C -0.667 1.943 4.233
C 2.759 1.892 -4.567
C -3.375 -3.117 -4.506
C -3.694 3.226 -0.542
C 3.923 1.320 -4.063
C 2.762 0.809 -2.038
C 0.243 0.846 6.159
C -0.685 0.889 5.136
C -2.547 -4.039 -2.448
C 1.610 1.933 -3.796
C -1.788 2.582 0.514
C 1.202 2.911 5.372
C 2.291 -2.245 -1.907
C 3.933 0.782 -2.787
C 0.132 -3.036 -0.771
C 1.598 1.388 -2.515
C -3.181 2.822 -1.768
C 0.762 -2.201 -1.880
C -2.560 -1.639 -2.785
H 0.242 0.007 6.845
H -2.358 -0.650 -2.396
H -3.351 -0.979 -4.662
H -1.421 1.972 -2.646
H -3.810 -3.258 -5.487
H 1.947 3.694 5.461
H 0.644 -2.941 0.190
H 2.625 -3.287 -1.941
H 4.824 1.302 -4.662
H 2.620 -1.794 -2.846
H 0.084 -4.101 -1.017
H -4.689 3.655 -0.471
H 0.723 1.428 -1.875
H 4.136 -1.673 -0.924
H -3.734 2.914 -2.691
H -3.310 -5.219 -4.062
H -1.410 0.095 5.019
H -2.347 -4.895 -1.813
H 0.416 -1.170 -1.793
H 4.843 0.351 -2.384
H 2.854 -2.071 0.210
H 0.409 -2.573 -2.844
H 2.627 2.642 7.526
H 0.712 2.398 -4.183
H 2.756 2.317 -5.562
H 0.282 3.777 3.644
H 1.986 1.170 8.049
```

5.
# C4H12N2O

The ion C4H12N2O with charge +1 in a non-equilibrium geometry (the ωB97M-V functional and the def2-TZVPD basis, the Open Molecules 2025 dataset).

Summary:
Expectation value of S²: 0.7552
Largest force on an atom: 0.0628 Eh/bohr
Total charge: +1
M: 104.2 g/mol
HOMO-LUMO gap (alpha / beta): 11.28 / 6.51 eV
Lowest unoccupied orbital energy (alpha / beta): -2.964 / -7.614 eV
Multiplicity: 2
Relative energy (zero: lowest compared OMol25 entry of this formula, charge and spin): 1.939 eV

```
19
C4H12N2O, DFT the ωB97M-V functional and the def2-TZVPD basis
O -0.251 0.205 2.791
N -0.416 -1.537 -2.833
N -0.203 0.104 -0.855
C -0.221 -1.338 -1.428
C 1.314 1.718 0.411
C -0.732 0.332 1.457
C 0.431 0.410 0.436
H -0.049 -2.336 -3.321
H 0.743 -1.812 -1.151
H 0.986 2.478 -0.302
H -1.015 -1.715 -0.813
H 0.025 1.080 3.085
H 1.088 -0.443 0.598
H -1.576 -0.355 1.223
H 2.316 1.395 0.126
H 1.329 2.137 1.403
H -1.268 1.325 1.446
H -0.038 -0.704 -3.265
H -0.903 0.864 -0.999
```

6.
# C4H36F12LiN2O26S4

A structure of composition C4H36F12LiN2O26S4 in a non-equilibrium geometry (the ωB97M-V functional and the def2-TZVPD basis, the Open Molecules 2025 dataset).

Summary:
Largest force on an atom: 0.0510 Eh/bohr
Total charge: -1
M: 891.5 g/mol
HOMO-LUMO gap: 6.36 eV
Lowest unoccupied orbital energy: -0.208 eV

```
85
C4H36F12LiN2O26S4, DFT the ωB97M-V functional and the def2-TZVPD basis
S 0.567 0.374 1.604
S -5.267 -3.722 -4.792
S 0.477 -0.002 -0.923
S -4.621 -1.405 -3.586
F 2.256 0.469 3.665
F -6.601 -3.490 -7.080
F -5.181 -1.879 -6.757
F -4.487 -3.847 -7.314
F 2.482 -1.293 2.417
F 0.753 -1.125 3.705
F -3.377 0.924 -3.636
F -2.062 -0.717 -3.619
F 1.776 1.798 -2.360
F 0.421 0.555 -3.471
F -3.165 -0.216 -5.476
F 2.294 -0.305 -2.836
O 0.616 -0.089 6.509
O 3.422 -0.206 6.531
O -4.728 -5.041 -4.918
O -2.128 0.469 3.820
O -0.575 0.970 -0.937
O 3.797 -3.779 1.844
O -0.878 4.361 1.034
O -0.377 2.177 -6.794
O -0.603 -0.425 1.571
O -4.438 -1.415 -2.159
O 4.347 1.885 -0.977
O 0.160 -1.377 -1.051
O -1.846 -3.461 -1.731
O 3.694 2.199 2.098
O -5.801 -0.809 -4.136
O 0.370 1.728 2.046
O -0.274 4.022 4.498
O 2.044 4.268 2.913
O -2.959 2.557 1.779
O -2.050 -2.813 2.097
O -6.571 -3.583 -4.232
O -1.346 3.067 -3.087
O 2.500 -3.507 -1.379
O 2.415 3.713 -0.192
O 1.306 -4.247 3.268
O 4.052 -1.312 -0.052
N -4.084 -2.815 -4.160
N 1.550 0.333 0.238
C 1.307 0.535 -2.515
C 1.610 -0.439 2.955
C -5.397 -3.184 -6.590
C -3.219 -0.318 -4.160
Li 2.800 1.760 0.427
H 2.451 -0.208 6.608
H 4.258 2.082 -1.916
H 3.633 0.644 6.137
H -1.340 2.661 -2.211
H 5.296 1.853 -0.818
H 0.359 4.364 5.133
H 2.692 4.398 3.612
H 0.256 3.838 3.709
H -3.486 2.073 1.136
H 1.419 -3.370 3.652
H 2.013 3.680 -1.070
H -1.230 -3.262 1.871
H -1.845 1.057 4.529
H -1.280 -3.708 -0.996
H 2.932 -3.710 2.269
H 0.936 -4.772 3.985
H 0.098 -0.845 6.216
H 4.286 2.899 1.788
H 1.843 -3.784 -0.734
H -2.452 1.870 2.229
H -2.275 3.088 -3.336
H 2.279 3.414 2.521
H 3.266 -0.995 0.403
H 4.279 -4.406 2.389
H 2.750 4.611 -0.107
H -0.620 1.829 -5.928
H -2.085 -2.543 -1.562
H 0.255 1.543 -7.144
H -0.346 4.492 0.244
H 4.396 -0.542 -0.515
H 4.283 1.521 2.458
H -1.982 -0.421 4.158
H -0.512 3.572 1.447
H 1.997 -3.003 -2.026
H 0.378 0.622 5.903
H -1.887 -1.889 1.868
```

7.
# C18H19Cl2IO4P

A structure of composition C18H19Cl2IO4P (the ωB97M-V functional and the def2-TZVPD basis, the Open Molecules 2025 dataset).

Summary:
Largest force on an atom: 0.0109 Eh/bohr
Total charge: +1
M: 528.1 g/mol
HOMO-LUMO gap: 8.61 eV
Lowest unoccupied orbital energy: -3.700 eV

```
45
C18H19Cl2IO4P, DFT the ωB97M-V functional and the def2-TZVPD basis
I 1.951 -0.324 -0.347
Cl -0.062 2.791 4.179
Cl -1.598 4.095 1.796
P 0.687 0.486 2.535
O -3.107 1.429 -1.902
O 3.333 -3.359 1.154
O -6.347 4.518 -4.727
O 1.840 -7.865 -1.193
C 2.194 -6.838 -0.663
C -3.384 2.810 -3.787
C -1.002 1.955 0.248
C -0.152 2.059 2.614
C 2.262 0.301 1.661
C -0.829 2.584 1.591
C -5.264 2.338 -2.146
C 3.009 -4.396 0.604
C -5.609 3.806 -4.085
C -4.196 3.588 -4.497
C 3.364 2.012 3.207
C 2.880 -6.842 0.656
C 1.960 -5.518 -1.311
C -3.854 2.133 -2.556
C 3.217 1.494 1.776
C 2.345 -4.390 -0.725
C 3.260 -5.710 1.242
C -6.079 3.115 -2.855
H 1.468 -5.547 -2.275
H -3.884 4.097 -5.400
H 4.166 2.754 3.255
H 3.628 1.199 3.895
H 2.200 -3.410 -1.165
H -0.833 0.873 0.251
H 2.707 -0.591 2.129
H -5.579 1.820 -1.250
H -2.019 2.131 -0.117
H 2.896 2.292 1.095
H 0.921 0.176 3.875
H -0.170 -0.511 2.064
H 3.759 -5.685 2.202
H -7.113 3.285 -2.583
H 3.044 -7.816 1.098
H 2.458 2.501 3.586
H 4.186 1.135 1.408
H -0.303 2.395 -0.472
H -2.353 2.630 -4.065
```